{"formula": "C4H6N2O", "method": "ωB97M-V with the def2-TZVPD basis set", "total_energy_ev": -9270.018, "relative_energy_ev": 3.4838, "multiplicity": 1, "gap_ev": 10.47, "homo_ev": -9.593, "largest_force_ha_per_bohr": 0.0306, "species": ["O", "C", "N", "C", "C", "C", "N", "H", "H", "H", "H", "H", "H"], "xyz": [[0.037, -2.869, -0.497], [0.528, -2.121, 0.203], [-1.758, -0.145, -0.097], [-0.785, 0.820, 0.374], [0.489, 0.674, -0.369], [1.897, 0.513, -0.119], [0.996, -0.210, -1.106], [-2.531, -0.213, 0.553], [-0.470, 0.503, 1.380], [-1.123, 1.863, 0.457], [-2.117, 0.113, -1.008], [2.687, 1.100, -0.569], [2.149, -0.027, 0.799]]}

***

{"formula": "C4H6N2O", "method": "ωB97M-V with the def2-TZVPD basis set", "total_energy_ev": -9266.730, "relative_energy_ev": 6.7716, "multiplicity": 1, "gap_ev": [7.39, 7.39], "homo_ev": [-8.979, -8.978], "largest_force_ha_per_bohr": 0.0112, "species": ["C", "O", "C", "C", "N", "C", "N", "H", "H", "H", "H", "H", "H"], "xyz": [[2.469, 0.476, -0.294], [1.717, -0.481, 0.478], [0.428, -0.370, 0.439], [-0.436, -1.368, 1.251], [-1.595, -0.872, 0.860], [-1.514, 0.474, 0.253], [-0.227, 0.587, -0.179], [2.197, 0.395, -1.348], [3.514, 0.217, -0.134], [2.247, 1.483, 0.062], [-3.368, 0.176, -2.042], [-2.474, -1.190, 1.248], [-3.072, 0.490, -1.431]]}

***

{"formula": "C4H6N2O", "method": "ωB97M-V with the def2-TZVPD basis set", "total_energy_ev": -9270.208, "relative_energy_ev": 3.2937, "multiplicity": 1, "gap_ev": 9.38, "homo_ev": -8.864, "largest_force_ha_per_bohr": 0.0392, "species": ["N", "C", "O", "C", "C", "C", "N", "H", "H", "H", "H", "H", "H"], "xyz": [[-2.239, 0.463, -0.151], [-2.023, -0.792, 0.286], [-0.818, -1.317, 0.194], [0.292, -0.711, -0.449], [1.080, 0.154, 0.538], [2.342, 0.598, -0.058], [3.331, 0.927, -0.558], [-1.587, 1.211, -0.434], [-3.049, 0.573, 0.446], [-0.019, -0.144, -1.333], [0.894, -1.560, -0.772], [0.501, 1.029, 0.850], [1.295, -0.432, 1.439]]}

***

{"formula": "C4H6N2O", "method": "ωB97M-V with the def2-TZVPD basis set", "total_energy_ev": -9269.775, "smiles": "Nc1c[nH]c(O)c1", "relative_energy_ev": 3.7265, "multiplicity": 1, "gap_ev": 8.24, "homo_ev": -7.764, "largest_force_ha_per_bohr": 0.0665, "species": ["N", "C", "C", "N", "C", "O", "C", "H", "H", "H", "H", "H", "H"], "xyz": [[-2.031, 0.643, -0.319], [-0.695, 0.266, -0.285], [-0.246, -1.058, -0.095], [1.093, -1.103, -0.491], [1.519, 0.205, -0.272], [2.203, 0.193, 0.919], [0.430, 1.089, -0.417], [-2.656, -0.056, 0.058], [-2.251, 1.562, 0.042], [-0.868, -1.943, -0.151], [1.697, -1.824, -0.105], [1.294, -0.171, 1.430], [0.456, 2.170, -0.302]]}

***

{"formula": "C4H6N2O", "method": "ωB97M-V with the def2-TZVPD basis set", "total_energy_ev": -9270.220, "smiles": "Cc1c[nH]c(O)n1", "relative_energy_ev": 3.2819, "multiplicity": 1, "gap_ev": 9.03, "homo_ev": -8.398, "largest_force_ha_per_bohr": 0.0692, "species": ["C", "C", "C", "N", "C", "O", "N", "H", "H", "H", "H", "H", "H"], "xyz": [[2.102, 0.511, 0.045], [0.680, 0.023, 0.057], [0.226, -1.309, 0.171], [-1.236, -1.047, 0.184], [-1.445, 0.249, 0.023], [-2.694, 0.703, -0.108], [-0.329, 0.948, -0.007], [2.283, 1.206, 0.877], [2.309, 1.060, -0.879], [2.806, -0.319, 0.135], [-0.315, -1.733, -0.769], [-1.890, -1.765, 0.449], [-2.643, 1.665, -0.165]]}

***

{"formula": "C4H6N2O", "method": "ωB97M-V with the def2-TZVPD basis set", "total_energy_ev": -9270.632, "relative_energy_ev": 2.8700, "multiplicity": 1, "gap_ev": 8.26, "homo_ev": -8.310, "largest_force_ha_per_bohr": 0.0490, "species": ["C", "C", "N", "O", "C", "N", "C", "H", "H", "H", "H", "H", "H"], "xyz": [[-2.292, 0.347, -0.056], [-0.872, -0.143, -0.283], [-0.810, -1.060, -1.183], [1.100, -1.292, -1.040], [1.380, -0.418, -0.133], [2.648, -0.199, 0.356], [0.288, 0.294, 0.366], [-3.031, -0.155, -0.692], [-2.551, 0.156, 0.988], [-2.322, 1.418, -0.271], [2.792, 0.675, 0.848], [3.459, -0.557, -0.122], [0.323, 1.036, 1.144]]}